#w
7 unconnected molecules or ions with the total composition C28H35N7, computed with ωB97M-V/def2-TZVPD.

E_LUMO = 0.008 Eh
Structure (SMILES) = c1cc[nH]c1.c1cc[nH]c1.c1cc[nH]c1.c1cc[nH]c1.c1cc[nH]c1.c1cc[nH]c1.c1cc[nH]c1

Positions of all 70 atoms, in Å:
C1 4.406 -2.428 -3.736
C2 4.562 -3.736 -4.097
C3 5.505 -4.374 -3.319
N1 5.714 -3.500 -2.317
C4 5.043 -2.325 -2.521
H1 3.770 -1.726 -4.256
H2 4.163 -4.139 -5.016
H3 5.987 -5.340 -3.342
H4 6.124 -3.722 -1.422
H5 5.082 -1.547 -1.773
C5 0.299 -6.110 3.784
C6 1.478 -5.806 3.235
C7 1.268 -5.917 1.868
N2 -0.104 -6.250 1.638
C8 -0.746 -6.434 2.844
H6 0.076 -5.919 4.823
H7 2.463 -5.598 3.626
H8 1.981 -5.689 1.090
H9 -0.580 -6.424 0.764
H10 -1.800 -6.649 2.942
C9 1.049 3.663 1.347
C10 0.613 4.773 2.124
C11 1.553 5.047 3.080
N3 2.578 4.106 3.028
C12 2.355 3.342 1.945
H11 0.486 3.184 0.560
H12 -0.307 5.320 1.984
H13 1.594 5.856 3.795
H14 3.400 4.144 3.613
H15 3.043 2.566 1.644
C13 -1.533 -0.287 -1.345
C14 -1.955 -0.733 -0.078
C15 -1.085 -1.708 0.405
N4 -0.022 -1.714 -0.485
C16 -0.218 -0.839 -1.492
H16 -1.913 0.341 -2.137
H17 -2.865 -0.501 0.455
H18 -1.044 -2.304 1.304
H19 0.770 -2.307 -0.279
H20 0.519 -0.698 -2.270
C17 5.561 -2.098 5.109
C18 5.187 -1.807 3.803
C19 3.889 -1.285 3.992
N5 3.583 -1.141 5.311
C20 4.690 -1.533 6.026
H21 6.506 -2.584 5.303
H22 5.763 -1.906 2.895
H23 3.041 -0.971 3.401
H24 2.700 -0.826 5.685
H25 4.689 -1.511 7.105
C21 -4.664 3.153 -7.273
C22 -4.238 4.453 -7.551
C23 -4.949 4.896 -8.691
N6 -5.729 3.934 -9.170
C24 -5.577 2.820 -8.326
H26 -4.367 2.542 -6.433
H27 -3.633 4.987 -6.833
H28 -4.816 5.830 -9.217
H29 -6.259 3.984 -10.028
H30 -6.006 1.847 -8.517
C25 -6.661 4.424 2.700
C26 -6.313 4.664 1.410
C27 -5.248 3.837 1.112
N7 -4.743 3.388 2.322
C28 -5.673 3.621 3.275
H31 -7.566 4.789 3.162
H32 -6.819 5.193 0.617
H33 -4.694 3.536 0.235
H34 -3.838 2.941 2.305
H35 -5.522 3.202 4.259


#x
A molecular structure, C28H35N7, computed with ωB97M-V/def2-TZVPD.

E_LUMO = 0.019 Eh

Positions of all 70 atoms, in Å:
N1 -0.399 -1.709 -0.808
C1 -1.556 -1.298 -1.345
C2 -1.766 -1.975 -2.522
C3 -0.728 -2.851 -2.698
C4 0.095 -2.710 -1.597
H1 -0.003 -1.347 0.048
H2 -2.143 -0.559 -0.820
H3 -2.661 -1.788 -3.097
H4 -0.669 -3.496 -3.562
H5 1.051 -3.137 -1.331
N2 -1.671 2.440 -3.960
C5 -2.049 2.407 -2.663
C6 -1.417 3.488 -1.980
C7 -0.546 4.048 -2.899
C8 -0.788 3.425 -4.063
H6 -1.978 1.813 -4.690
H7 -2.652 1.564 -2.358
H8 -1.538 3.822 -0.960
H9 0.215 4.795 -2.729
H10 -0.288 3.634 -4.998
N3 1.813 0.190 3.326
C9 1.713 -1.101 2.797
C10 0.413 -1.541 2.942
C11 -0.241 -0.530 3.673
C12 0.628 0.567 3.934
H11 2.646 0.760 3.345
H12 2.641 -1.533 2.452
H13 0.002 -2.509 2.696
H14 -1.249 -0.747 3.992
H15 0.553 1.528 4.420
N4 -0.430 0.469 1.556
C13 -1.474 0.093 0.788
C14 -1.526 0.946 -0.298
C15 -0.360 1.768 -0.208
C16 0.256 1.473 0.957
H16 -0.262 0.033 2.452
H17 -2.131 -0.706 1.097
H18 -2.261 0.976 -1.089
H19 -0.136 2.506 -0.964
H20 1.122 1.914 1.427
N5 1.727 1.707 -1.026
C17 1.375 2.814 -1.684
C18 2.083 3.905 -1.123
C19 2.799 3.347 -0.015
C20 2.597 1.988 -0.025
H21 1.317 0.800 -1.195
H22 0.605 2.819 -2.442
H23 2.052 4.926 -1.473
H24 3.351 3.963 0.679
H25 2.800 1.207 0.691
N6 1.356 -1.550 0.913
C21 1.229 -0.509 -0.034
C22 2.227 -0.674 -1.017
C23 3.007 -1.802 -0.666
C24 2.369 -2.351 0.477
H26 0.900 -1.667 1.807
H27 0.397 0.168 0.088
H28 2.385 -0.008 -1.853
H29 3.796 -2.298 -1.212
H30 2.474 -3.263 1.045
N7 -2.614 -2.882 2.843
C25 -1.419 -3.484 2.463
C26 -1.131 -3.165 1.127
C27 -2.199 -2.435 0.687
C28 -3.071 -2.184 1.762
H31 -3.075 -2.921 3.741
H32 -0.954 -4.191 3.134
H33 -0.253 -3.499 0.593
H34 -2.299 -2.148 -0.349
H35 -4.054 -1.737 1.795


Which of them is least stable? Easy: #x.


#w
2 unconnected molecules or ions with the total composition CHClFNO, computed with ωB97M-V/def2-TZVPD.

E_LUMO (spin up / spin down) = -0.040 / -0.045 Eh

Positions of all 6 atoms, in Å:
C1 -0.077 -1.114 1.878
N1 0.561 0.448 0.339
O1 -1.068 -1.759 1.675
F1 0.523 -0.801 2.962
Cl1 2.138 -0.012 -0.161
H1 0.698 1.295 0.997


#x
2 unconnected molecules or ions with the total composition CHClFNO, computed with ωB97M-V/def2-TZVPD.

E_LUMO (spin up / spin down) = -0.050 / -0.050 Eh

Positions of all 6 atoms, in Å:
C1 0.309 -0.630 0.465
N1 -0.753 1.694 -0.606
O1 -1.128 1.240 -1.633
F1 1.257 -0.438 -0.509
Cl1 0.888 -0.466 2.013
H1 -0.572 -1.399 0.270


Which of them is least stable? Easy: #x.


#w
3 unconnected molecules or ions with the total composition C2H6N3O2, computed with ωB97M-V/def2-TZVPD.

E_LUMO (spin up / spin down) = 0.149 / 0.149 Eh
Net charge = -1

Positions of all 13 atoms, in Å:
C1 -0.519 -0.395 -1.562
C2 -0.154 -2.013 0.097
N1 -1.092 1.422 0.838
N2 -0.903 -1.557 -0.782
N3 0.044 1.575 0.825
O1 0.796 2.287 2.358
O2 1.024 1.596 0.101
H1 0.641 -0.445 -1.578
H2 -1.142 -0.518 -2.399
H3 -0.739 0.504 -0.939
H4 -0.619 -2.769 0.660
H5 1.733 2.145 2.226
H6 0.930 -1.831 0.156


#x
2 unconnected molecules or ions with the total composition C2H6N3O2, computed with ωB97M-V/def2-TZVPD.

E_LUMO = 0.157 Eh
Net charge = -1

Positions of all 13 atoms, in Å:
O1 -0.717 1.948 0.072
C1 0.212 2.544 0.661
O2 1.321 2.062 0.977
H1 0.011 3.607 0.931
N1 0.783 -0.721 0.338
C2 -0.152 -1.393 -0.393
N2 -0.918 -0.600 -1.211
N3 -0.325 -2.678 -0.403
H2 1.350 -1.273 0.952
H3 0.870 0.302 0.364
H4 -1.015 0.391 -0.973
H5 -1.739 -1.069 -1.558
H6 0.318 -3.121 0.244


Which of them is least stable? Easy: #w.


#w
A single C3H4N4 molecule, computed with ωB97M-V/def2-TZVPD.

E_LUMO = 0.010 Eh
Structure (SMILES) = Nc1cncnn1

Positions of all 11 atoms, in Å:
N1 1.975 -0.239 -0.487
C1 0.623 -0.202 -0.198
C2 0.114 0.792 0.614
N2 -1.190 0.716 0.956
C3 -2.023 -0.088 0.371
N3 -1.678 -0.926 -0.744
N4 -0.433 -1.035 -1.032
H1 2.547 0.605 -0.482
H2 2.416 -1.046 -0.891
H3 0.653 1.658 1.044
H4 -3.006 -0.238 0.849


#x
A single C3H4N4 molecule, computed with ωB97M-V/def2-TZVPD.

E_LUMO = 0.004 Eh
Structure (SMILES) = [H]/N=C\n1nccn1

Positions of all 11 atoms, in Å:
H1 1.144 0.447 -2.350
N1 1.742 1.135 -1.769
C1 1.464 0.965 -0.516
N2 0.278 0.257 -0.075
N3 -0.720 -0.206 -0.774
C2 -1.537 -0.887 0.122
C3 -0.813 -0.723 1.329
N4 0.370 -0.216 1.181
H2 1.910 1.357 0.502
H3 -2.758 -1.031 0.201
H4 -1.079 -1.098 2.149


Which of them is least stable? Easy: #x.


#w
A single C3H4N4 molecule, computed with ωB97M-V/def2-TZVPD.

E_LUMO = -0.003 Eh
Structure (SMILES) = Nc1ccnnn1

Positions of all 11 atoms, in Å:
N1 -1.961 -0.194 -0.204
C1 -0.614 -0.120 0.139
C2 0.316 0.844 0.227
C3 1.675 0.661 0.081
N2 2.062 -0.528 -0.211
N3 1.286 -1.514 -0.060
N4 -0.054 -1.391 0.441
H1 -2.294 -1.253 -0.406
H2 -2.716 0.360 -0.063
H3 -0.149 1.777 0.157
H4 2.449 1.357 -0.101


#x
A molecular structure, C3H4N4, computed with ωB97M-V/def2-TZVPD.

E_LUMO (spin up / spin down) = -0.038 / -0.038 Eh

Positions of all 11 atoms, in Å:
N1 1.783 -0.081 -0.688
C1 0.462 -0.172 -0.305
C2 -0.096 0.761 0.667
N2 -1.031 0.291 1.439
C3 -1.842 -0.296 0.489
N3 -1.597 -1.075 -0.528
N4 -0.282 -1.115 -0.834
H1 2.464 0.205 0.002
H2 2.078 -0.884 -1.233
H3 0.307 1.726 0.938
H4 -2.245 0.641 0.053


#y
A molecular structure, C3H4N4, computed with ωB97M-V/def2-TZVPD.

E_LUMO = -0.031 Eh

Positions of all 11 atoms, in Å:
C1 -0.210 -0.451 0.270
C2 1.710 -0.610 -0.165
C3 1.380 0.803 -0.055
H1 -3.310 -0.035 -0.381
H2 -1.614 1.016 0.661
H3 2.681 -0.953 -0.166
H4 2.199 1.568 -0.320
N1 -2.249 0.119 -0.157
N2 -1.464 -0.897 -0.008
N3 0.777 -1.432 0.127
N4 0.102 0.871 0.194


#z
A single C3H4N4 molecule, computed with ωB97M-V/def2-TZVPD.

E_LUMO = 0.008 Eh
Structure (SMILES) = Nc1cncnn1

Positions of all 11 atoms, in Å:
N1 1.925 -0.277 -0.456
C1 0.570 -0.158 -0.267
C2 0.054 0.813 0.625
N2 -1.211 0.801 0.963
C3 -1.964 -0.138 0.362
N3 -1.556 -0.970 -0.580
N4 -0.261 -0.986 -0.902
H1 2.497 0.554 -0.421
H2 2.256 -1.010 -1.064
H3 0.689 1.589 1.055
H4 -2.999 -0.217 0.686


Which of them is least stable? Easy: #x.


#w
A single C3H4N4 molecule, computed with ωB97M-V/def2-TZVPD.

E_LUMO = -0.032 Eh

Positions of all 11 atoms, in Å:
C1 -1.973 0.549 -0.497
C2 0.971 -1.171 0.954
C3 -0.656 0.145 -0.663
N1 -3.066 0.866 -0.317
N2 1.654 -0.104 0.790
N3 1.542 0.864 -0.015
N4 0.356 1.038 -0.610
H1 1.027 -1.614 1.936
H2 0.509 -1.781 0.194
H3 -0.489 -0.822 -1.101
H4 0.125 2.029 -0.672


#x
A single C3H4N4 molecule, computed with ωB97M-V/def2-TZVPD.

E_LUMO = 0.004 Eh

Positions of all 11 atoms, in Å:
N1 2.709 0.028 0.157
C1 1.634 -0.576 -0.306
C2 0.402 0.126 0.104
N2 -0.700 -0.394 -0.300
C3 -1.936 0.104 -0.024
N3 -2.917 -0.599 -0.554
N4 -3.730 -1.228 -1.025
H1 2.734 0.876 0.730
H2 3.616 -0.362 -0.061
H3 0.420 1.049 0.726
H4 -2.232 0.976 0.554


Which of them is least stable? Easy: #w.